Run i
Computed, not measured: 14 unconnected molecules or ions with the total composition C42H112O42S14, with ωB97M-V/def2-TZVPD.

Calculated values
HOMO level (eV): -10.534
2S+1: 1
Gap between HOMO and LUMO (eV): 10.593

Positions of all 210 atoms, in Å:
1 O 7.7997 -4.4408 -4.5586
2 S 6.3145 -4.6221 -4.7203
3 O 5.5959 -5.9169 -4.9015
4 O 5.6516 -3.7370 -3.5358
5 C 5.2883 -4.3418 -2.3188
6 C 4.4222 -3.3953 -1.4497
7 C 5.8638 -3.5732 -6.2072
8 H 6.2285 -4.6619 -1.8699
9 H 4.6962 -5.2513 -2.4199
10 H 4.1923 -3.7664 -0.4510
11 H 3.5287 -3.0482 -1.9687
12 H 4.8912 -2.4451 -1.1941
13 H 6.4960 -3.9257 -7.0222
14 H 5.9546 -2.5232 -5.9290
15 H 4.8278 -3.8189 -6.4406
16 O 0.7703 -1.3444 -4.6849
17 S 0.4973 -1.8184 -6.0098
18 O 1.5732 -1.9746 -6.9915
19 O -0.4240 -3.2030 -5.8107
20 C -0.2390 -4.1990 -6.7738
21 C -1.5054 -5.0832 -6.8571
22 C -0.7499 -0.6169 -6.7839
23 H 0.6613 -4.8094 -6.7040
24 H -0.2527 -3.6933 -7.7393
25 H -1.9438 -5.4058 -5.9127
26 H -1.1564 -5.9789 -7.3709
27 H -2.2099 -4.5754 -7.5157
28 H -0.6844 -0.8884 -7.8375
29 H -0.4093 0.3877 -6.5334
30 H -1.7699 -0.7798 -6.4357
31 O -2.5047 3.1528 -1.0130
32 S -2.8436 4.2509 -1.8931
33 O -3.1775 5.5835 -1.4262
34 O -1.7126 4.3689 -3.1389
35 C -0.9107 3.2323 -3.4063
36 C -0.9464 2.9048 -4.9188
37 C -4.2116 3.6412 -2.9971
38 H -1.2334 2.3133 -2.9171
39 H 0.0699 3.5597 -3.0610
40 H 0.0493 2.7640 -5.3395
41 H -1.3881 3.7730 -5.4080
42 H -1.4911 1.9982 -5.1825
43 H -4.8045 4.5542 -3.0518
44 H -4.8144 2.9129 -2.4546
45 H -3.6954 3.3417 -3.9092
46 O 6.7171 -2.0716 3.8592
47 S 6.1743 -1.2411 2.7519
48 O 6.1352 -1.6103 1.3176
49 O 4.6499 -0.8640 3.2220
50 C 3.5933 -1.7001 2.9006
51 C 2.4966 -1.6279 3.9264
52 C 6.6988 0.5301 2.8965
53 H 4.0032 -2.7093 2.8603
54 H 3.2053 -1.4101 1.9242
55 H 2.8692 -1.5846 4.9498
56 H 1.9150 -2.5496 3.9091
57 H 1.7700 -0.8516 3.6866
58 H 7.7673 0.5336 2.6812
59 H 6.3520 1.1240 3.7421
60 H 6.3509 1.1080 2.0403
61 O 4.5892 2.3376 -4.3549
62 S 3.7381 1.7891 -5.4061
63 O 2.3844 2.3766 -5.6482
64 O 4.4889 1.6679 -6.8847
65 C 5.7795 0.9685 -6.8843
66 C 5.7606 -0.2091 -8.0090
67 C 3.5273 -0.0473 -5.0215
68 H 6.1718 0.5630 -5.9517
69 H 6.4675 1.7575 -7.1879
70 H 6.7187 -0.6632 -8.2618
71 H 5.1704 0.0488 -8.8883
72 H 5.0785 -0.8562 -7.4574
73 H 3.0098 -0.3953 -5.9154
74 H 2.9338 -0.1084 -4.1093
75 H 4.5215 -0.4832 -4.9225
76 O -4.4508 0.1560 5.5220
77 S -5.1999 1.2266 4.8677
78 O -4.5665 2.4318 4.3085
79 O -6.2552 0.5663 3.6698
80 C -5.6616 0.2350 2.3996
81 C -5.3793 -1.2558 2.2496
82 C -6.5245 1.7657 5.9669
83 H -4.8400 0.8939 2.1187
84 H -6.4341 0.5914 1.7182
85 H -6.3943 -1.6478 2.1857
86 H -4.8726 -1.7336 3.0881
87 H -4.9731 -1.5796 1.2914
88 H -6.2156 2.0009 6.9854
89 H -7.2843 0.9863 6.0253
90 H -6.9746 2.6896 5.6036
91 O 2.6024 2.9535 -1.9055
92 S 2.5763 3.4338 -0.5159
93 O 2.9242 2.5550 0.5829
94 O 3.6700 4.6709 -0.2826
95 C 3.9974 5.5521 -1.3401
96 C 5.5028 5.7590 -1.3275
97 C 1.0272 4.3432 -0.0910
98 H 3.5131 6.4974 -1.0950
99 H 3.6847 5.2677 -2.3448
100 H 5.7234 5.9939 -0.2862
101 H 5.8775 6.5632 -1.9606
102 H 6.0508 4.8203 -1.4086
103 H 0.2700 4.0131 -0.8022
104 H 1.2157 5.3935 -0.3135
105 H 0.8900 4.3154 0.9900
106 O -7.0185 5.0866 2.2004
107 S -6.6062 6.4697 2.0841
108 O -7.4993 7.6047 2.1567
109 O -5.1586 6.7328 2.8461
110 C -4.2059 5.6537 3.1387
111 C -3.1160 5.6813 2.1119
112 C -5.7202 6.6972 0.4384
113 H -4.5810 4.6307 3.1096
114 H -3.8572 5.8247 4.1572
115 H -2.3437 5.0338 2.5271
116 H -2.6334 6.6581 2.0817
117 H -3.3305 5.1702 1.1733
118 H -5.3094 5.7257 0.1636
119 H -4.9640 7.4630 0.2661
120 H -6.6233 6.7840 -0.1658
121 O -0.8354 -6.1146 2.2434
122 S -0.4852 -4.7782 2.7210
123 O -0.1515 -4.6591 4.1601
124 O 0.7051 -4.0979 1.8692
125 C 1.8322 -5.0445 1.4282
126 C 2.6681 -5.8295 2.4857
127 C -1.7421 -3.5711 2.2435
128 H 2.5935 -4.5033 0.8664
129 H 1.5807 -5.6512 0.5583
130 H 3.4828 -6.4679 2.1439
131 H 2.0083 -6.5149 3.0176
132 H 2.9692 -5.0719 3.2092
133 H -2.3210 -3.9657 1.4085
134 H -1.1349 -2.7228 1.9275
135 H -2.3695 -3.3724 3.1124
136 O -3.4368 -5.1938 -0.6882
137 S -2.7356 -5.9325 -1.7626
138 O -3.3734 -6.2945 -3.0949
139 O -1.4963 -4.8911 -1.9530
140 C -0.7536 -5.0147 -3.1123
141 C 0.5534 -4.1667 -2.9022
142 C -1.9359 -7.4807 -1.1805
143 H -1.2812 -4.6463 -3.9921
144 H -0.4486 -6.0429 -3.3064
145 H 0.2968 -3.1637 -2.5612
146 H 1.1422 -4.1958 -3.8190
147 H 1.1271 -4.6244 -2.0963
148 H -1.0109 -7.6246 -1.7390
149 H -2.6476 -8.2839 -1.3713
150 H -1.7717 -7.5614 -0.1060
151 O -2.5626 0.3649 0.5504
152 S -1.3270 0.5751 1.3589
153 O -0.9974 -0.3631 2.4407
154 O -0.0302 0.7403 0.2856
155 C 1.0245 -0.2156 0.2975
156 C 1.7190 -0.2016 -1.1190
157 C -1.3418 2.3511 2.0687
158 H 0.5614 -1.1932 0.4308
159 H 1.8058 0.0422 1.0125
160 H 1.7463 0.7572 -1.6368
161 H 1.1899 -0.8980 -1.7696
162 H 2.7634 -0.5101 -1.0742
163 H -1.7770 2.2438 3.0623
164 H -1.9766 2.9662 1.4309
165 H -0.3162 2.7177 2.0264
166 O 0.3032 2.3691 4.6721
167 S 1.4985 3.1526 4.5686
168 O 1.7081 4.0222 3.3998
169 O 1.6792 4.0545 5.9540
170 C 1.6275 3.2706 7.1359
171 C 1.4703 4.2716 8.2890
172 C 2.9176 1.9417 4.8659
173 H 2.4165 2.5347 7.2909
174 H 0.6948 2.7127 7.2189
175 H 1.4551 3.7577 9.2501
176 H 0.5214 4.8080 8.2830
177 H 2.2566 5.0232 8.3585
178 H 2.5806 1.0953 5.4644
179 H 3.7119 2.5460 5.3039
180 H 3.1885 1.5580 3.8823
181 O 0.8745 -0.4611 6.3925
182 S -0.3588 -0.8389 7.0725
183 O -0.4220 -1.8172 8.1477
184 O -1.0987 0.5337 7.7565
185 C -2.3365 0.4565 8.4801
186 C -2.9899 1.7483 8.1640
187 C -1.6237 -1.2233 5.7760
188 H -2.0526 0.2997 9.5208
189 H -2.8900 -0.4775 8.3828
190 H -3.4171 1.8615 7.1676
191 H -2.3763 2.6356 8.3197
192 H -3.7935 1.7824 8.8997
193 H -1.4574 -2.1492 5.2254
194 H -1.6410 -0.4272 5.0317
195 H -2.6019 -1.4095 6.2192
196 O -3.6047 -1.7120 -4.9730
197 S -3.4277 -0.8404 -3.8038
198 O -3.1372 0.5833 -3.9048
199 O -4.8187 -1.0187 -2.8441
200 C -4.9825 -0.1791 -1.7081
201 C -6.1985 -0.7903 -1.1133
202 C -2.2113 -1.5883 -2.6713
203 H -4.9502 0.8710 -1.9983
204 H -4.0951 -0.2769 -1.0828
205 H -6.6819 -0.2083 -0.3287
206 H -6.1232 -1.7867 -0.6778
207 H -6.9879 -0.8642 -1.8613
208 H -2.2998 -1.0787 -1.7118
209 H -1.2756 -1.3804 -3.1902
210 H -2.4236 -2.6541 -2.5870

Run ii
Computed, not measured: 14 unconnected molecules or ions with the total composition C42H112O42S14, with ωB97M-V/def2-TZVPD.

Calculated values
HOMO level (eV): -10.254
2S+1: 1
Gap between HOMO and LUMO (eV): 9.786

Positions of all 210 atoms, in Å:
1 O 9.1943 4.2393 6.2407
2 S 9.8668 4.8432 7.4203
3 O 10.9630 4.1418 8.0627
4 O 10.3946 6.3343 6.9552
5 C 10.8479 7.2916 7.9007
6 C 12.3540 7.2378 8.1644
7 C 8.6766 5.2733 8.8425
8 H 10.3432 7.1781 8.8602
9 H 10.6403 8.2815 7.4942
10 H 12.6666 6.2135 8.3675
11 H 12.5994 7.9046 8.9910
12 H 12.8603 7.6609 7.2968
13 H 8.2311 4.3313 9.1624
14 H 7.9221 5.9683 8.4737
15 H 9.3261 5.6708 9.6223
16 O 11.9343 -1.9105 13.9905
17 S 10.8089 -1.8643 14.9049
18 O 10.9113 -1.1164 16.1566
19 O 9.4229 -1.3815 14.0152
20 C 9.3437 -1.8064 12.6331
21 C 7.9188 -1.9518 12.2076
22 C 10.2869 -3.6324 15.2899
23 H 9.9057 -2.7300 12.4948
24 H 9.7232 -1.0279 11.9714
25 H 7.7745 -1.4514 11.2501
26 H 7.2355 -1.4854 12.9174
27 H 7.6249 -2.9992 12.1402
28 H 9.9120 -4.0589 14.3595
29 H 9.5029 -3.6378 16.0471
30 H 11.1833 -4.1889 15.5632
31 O 7.7362 0.2231 -1.1036
32 S 7.7080 0.5229 0.3428
33 O 8.5949 -0.1290 1.3249
34 O 7.8218 2.1997 0.4978
35 C 7.3092 3.0658 -0.4928
36 C 8.3199 3.3403 -1.5698
37 C 5.9501 0.3871 0.9754
38 H 6.8703 3.9594 -0.0490
39 H 6.4648 2.6312 -1.0278
40 H 9.1684 3.8707 -1.1375
41 H 7.9414 3.8689 -2.4447
42 H 8.6814 2.4323 -2.0525
43 H 5.8389 0.9405 1.9078
44 H 5.6987 -0.6600 1.1440
45 H 5.3823 0.7612 0.1235
46 O 12.0571 3.3388 2.1694
47 S 12.3690 2.1174 2.8542
48 O 13.2591 1.1576 2.1613
49 O 13.0693 2.5017 4.2780
50 C 12.8007 3.7176 4.9135
51 C 14.1952 4.4226 4.9197
52 C 10.9397 1.2208 3.5069
53 H 12.4571 3.5518 5.9345
54 H 12.0202 4.2076 4.3314
55 H 14.2162 5.4928 5.1257
56 H 14.9156 4.1991 4.1329
57 H 14.6912 4.0071 5.7969
58 H 10.3028 1.8963 4.0780
59 H 11.3404 0.3470 4.0206
60 H 10.4212 0.9856 2.5775
61 O 7.9169 1.6222 4.7733
62 S 6.5700 1.6740 5.3049
63 O 5.4019 1.0547 4.6650
64 O 6.7538 1.2274 6.8883
65 C 5.5389 0.8001 7.5359
66 C 5.8910 0.5666 9.0496
67 C 6.1320 3.4100 5.7048
68 H 5.1681 -0.0292 6.9334
69 H 4.8442 1.6280 7.3947
70 H 5.0563 0.1303 9.5983
71 H 6.2284 1.4936 9.5133
72 H 6.5707 -0.2845 9.0075
73 H 6.2356 4.0044 4.7971
74 H 6.7960 3.7529 6.4983
75 H 5.0611 3.5211 5.8749
76 O 2.0120 2.0313 7.3330
77 S 1.2571 0.7651 7.1033
78 O 1.7462 -0.5478 7.4862
79 O -0.2483 0.9144 7.6899
80 C -1.1205 1.9523 7.3698
81 C -1.8069 2.4061 8.6007
82 C 0.9155 0.7439 5.2607
83 H -1.7443 1.7975 6.4894
84 H -0.4718 2.7353 6.9772
85 H -2.3695 3.3117 8.3738
86 H -1.2694 2.5157 9.5426
87 H -2.4745 1.5808 8.8480
88 H 0.2993 -0.1513 5.1765
89 H 1.8919 0.6896 4.7792
90 H 0.3817 1.6466 4.9636
91 O 5.8185 6.4048 5.6108
92 S 6.2775 7.7703 6.0364
93 O 7.6261 7.9726 6.5237
94 O 6.0351 8.8619 4.7525
95 C 4.8673 8.9004 3.9818
96 C 4.8437 7.7722 2.9515
97 C 5.1030 8.5009 7.3380
98 H 4.7540 9.8749 3.5068
99 H 4.0640 8.8587 4.7174
100 H 3.8879 7.2937 2.7380
101 H 5.5931 7.0100 3.1648
102 H 5.3341 8.0524 2.0193
103 H 4.1343 8.3396 6.8649
104 H 5.2896 9.5743 7.3713
105 H 5.4227 7.9143 8.1992
106 O 9.2080 -2.7598 6.9602
107 S 10.4829 -2.7582 7.7071
108 O 11.7037 -3.2179 7.0788
109 O 10.7146 -1.2602 8.4050
110 C 9.6999 -0.3661 8.6803
111 C 10.2625 0.8257 9.4763
112 C 10.2630 -3.6129 9.3830
113 H 8.9130 -0.8011 9.2964
114 H 9.2468 0.0714 7.7907
115 H 9.5241 1.6268 9.4426
116 H 11.3044 1.0101 9.2146
117 H 10.3581 0.4833 10.5066
118 H 11.1865 -3.5942 9.9616
119 H 10.1207 -4.6582 9.1084
120 H 9.3393 -3.2920 9.8647
121 O 10.0333 7.9413 1.4805
122 S 8.8714 8.2037 2.3404
123 O 7.7821 9.0071 1.8298
124 O 8.2078 6.7471 2.7885
125 C 9.0388 5.6587 3.0990
126 C 9.5732 5.0976 1.8033
127 C 9.3667 9.0880 3.8627
128 H 8.4340 4.9193 3.6242
129 H 9.9077 5.8664 3.7234
130 H 10.6426 5.2874 1.7108
131 H 8.9627 5.4251 0.9618
132 H 9.5103 4.0151 1.9140
133 H 10.1991 8.5050 4.2566
134 H 8.4671 8.9426 4.4607
135 H 9.5394 10.1623 3.7981
136 O 3.8934 -5.6977 4.1518
137 S 3.1738 -4.5911 3.5092
138 O 1.7220 -4.5267 3.4235
139 O 3.7446 -3.1623 4.1092
140 C 3.0216 -1.9987 3.8803
141 C 2.7380 -1.5700 2.4512
142 C 3.9775 -4.5633 1.7980
143 H 3.6671 -1.2103 4.2673
144 H 2.1454 -2.0069 4.5286
145 H 3.5307 -1.5398 1.7037
146 H 2.2055 -0.6192 2.4704
147 H 1.9180 -2.0383 1.9068
148 H 3.5642 -5.1858 1.0045
149 H 5.0392 -4.7770 1.9211
150 H 3.9512 -3.5939 1.3002
151 O 4.6258 2.1365 11.7045
152 S 3.3815 2.8202 12.1360
153 O 2.9226 2.8515 13.5412
154 O 3.5478 4.4379 11.6212
155 C 3.9585 4.7225 10.3307
156 C 4.3295 6.2196 10.2883
157 C 1.9762 2.3221 11.0347
158 H 3.0262 4.7581 9.7670
159 H 4.6951 4.0908 9.8343
160 H 4.3964 6.4691 9.2293
161 H 5.3289 6.3638 10.6987
162 H 3.6022 6.8677 10.7773
163 H 1.0879 2.9091 11.2684
164 H 1.6693 1.2784 11.1013
165 H 2.4246 2.5097 10.0592
166 O 5.7232 -2.3878 9.6317
167 S 5.9998 -3.5789 8.8382
168 O 7.2804 -4.2706 8.9588
169 O 4.8785 -4.7547 9.2133
170 C 4.8779 -5.2136 10.5735
171 C 3.3542 -5.2315 10.8933
172 C 5.5296 -3.2660 7.0802
173 H 5.4305 -4.5357 11.2241
174 H 5.3717 -6.1822 10.6521
175 H 3.2884 -5.5034 11.9467
176 H 2.7468 -5.9623 10.3593
177 H 3.0064 -4.2015 10.9723
178 H 5.7125 -4.1902 6.5321
179 H 6.0642 -2.3598 6.7952
180 H 4.4825 -2.9718 7.0083
181 O -0.3391 0.9030 12.7030
182 S 0.1001 -0.4199 13.0812
183 O -0.5292 -1.6347 12.5967
184 O 1.7191 -0.4679 12.7901
185 C 2.3894 -1.6619 12.7134
186 C 3.7625 -1.4301 12.0883
187 C 0.0940 -0.4909 14.8950
188 H 1.8956 -2.4982 12.2186
189 H 2.5664 -2.0162 13.7288
190 H 3.7742 -0.6784 11.2991
191 H 4.3190 -2.2702 11.6727
192 H 4.2932 -1.0082 12.9418
193 H 0.7951 -1.3068 15.0708
194 H -0.9028 -0.7831 15.2253
195 H 0.5137 0.4439 15.2667
196 O 4.6374 3.3892 1.6023
197 S 3.2846 2.8608 1.5987
198 O 3.0116 1.4473 1.3505
199 O 2.6072 3.2581 3.0189
200 C 2.8149 4.5658 3.5185
201 C 1.8563 4.6896 4.7421
202 C 2.2222 3.7764 0.4294
203 H 2.4912 5.3512 2.8356
204 H 3.8498 4.8434 3.7184
205 H 2.0550 4.0826 5.6254
206 H 0.7897 4.6065 4.5337
207 H 2.0242 5.7028 5.1073
208 H 1.2272 3.4559 0.7381
209 H 2.4817 3.3719 -0.5489
210 H 2.4995 4.8253 0.5341

The most stable of them is run ii.

Run i
Computed, not measured: 2 unconnected molecules or ions with the total composition C5H14, with ωB97M-V/def2-TZVPD.

Calculated values
HOMO level (alpha / beta) (eV): 1.552 / -7.536
Charge: -1
2S+1: 2
⟨S²⟩: 0.75
Gap between HOMO and LUMO (alpha / beta) (eV): 2.556 / 11.585

Positions of all 19 atoms, in Å:
1 C -1.1861 2.1358 1.5457
2 C -1.6161 1.5034 0.2245
3 H -0.9466 1.3808 2.3039
4 H -0.4281 2.8929 1.4032
5 H -2.0245 2.5887 2.0944
6 H -2.3264 2.1725 -0.2754
7 H -2.1956 0.5854 0.3504
8 H -0.7615 1.3365 -0.4203
9 C 1.0999 -1.0890 -1.2158
10 C 0.5183 -2.4754 -0.9609
11 C 1.5328 -0.3636 0.0535
12 H 1.8934 -1.1606 -1.9663
13 H 0.3566 -0.5065 -1.7665
14 H 1.0192 -2.8938 -0.0848
15 H 2.2999 0.3866 -0.1806
16 H 0.7334 0.3035 0.3539
17 H 0.6901 -3.2109 -1.7143
18 H -0.5092 -2.5816 -0.6123
19 H 1.8503 -1.0050 0.8678

Run ii
Computed, not measured: 2 unconnected molecules or ions with the total composition C5H14, with ωB97M-V/def2-TZVPD.

Calculated values
HOMO level (alpha / beta) (eV): 1.557 / -7.623
Charge: -1
2S+1: 2
⟨S²⟩: 0.75
Gap between HOMO and LUMO (alpha / beta) (eV): 2.589 / 11.808

Positions of all 19 atoms, in Å:
1 C -1.1347 -0.2630 0.9397
2 C 0.2773 -0.4069 1.5105
3 C -1.7634 1.1264 1.1511
4 H -1.2120 -0.4045 -0.1380
5 H -1.7994 -0.9561 1.4694
6 H 0.2233 -0.0540 2.5382
7 H -1.3533 1.8590 0.4481
8 H -2.7929 1.0793 0.7441
9 H 0.9278 0.2995 0.9980
10 H 0.5071 -1.4672 1.3924
11 H -1.8712 1.5093 2.1633
12 C 1.3115 0.4880 -1.6044
13 C 1.2384 -1.0727 -1.6193
14 H 2.2420 0.8170 -1.1331
15 H 1.4617 0.8442 -2.6260
16 H 0.4144 0.8335 -1.1108
17 H 0.4566 -1.2769 -2.3678
18 H 0.7894 -1.3690 -0.6828
19 H 2.0774 -1.5859 -2.0725

The most stable of them is run i.